Entry from the Open Molecules 2025 dataset: the molecule C5H6O (ωB97M-V/def2-TZVPD).

```
12
Properties=species:S:1:pos:R:3:forces:R:3
C 0.5731 -1.2011 -0.6452 0.39 -0.54 -0.43
H -0.6557 1.0569 -0.8778 -1.51 -1.36 -1.45
H 0.3737 -0.3222 1.7039 0.42 0.14 -0.25
C -0.7300 -0.6461 -0.2019 0.38 -0.14 0.35
H 0.4771 2.1876 1.1968 -0.22 0.05 0.80
C -0.2222 0.1871 0.9564 0.16 0.48 0.30
H -1.1829 1.9727 0.4221 0.49 0.11 -0.72
H -1.4025 -1.4853 0.0270 -0.13 0.50 -0.11
C -0.2685 1.5194 0.7992 -0.14 -0.07 1.37
O -1.2513 0.2544 -1.1344 0.72 0.77 0.08
H 2.6131 -1.9549 -1.2889 -0.07 0.11 0.09
C 1.6761 -1.5685 -0.9573 -0.48 -0.04 -0.02
```
Positions in Å, forces in eV/Å.

Computed properties:
frontier orbital gap	10.4244	eV
structure (SMILES)	C#C[C@H](O)C=C
lowest unoccupied orbital energy	0.70	eV
total charge	0
spin multiplicity	1
electronic energy	-269.21030	Ha
largest force on an atom	2.5	eV Å⁻¹

Löwdin atomic charge list, values in e, 2 entries: -0.087 0.088